Entry 1:
16
Properties=species:S:1:pos:R:3:lowdin_charge:R:1 method="wB97M-V/def2-TZVPD" e_above_lowest_kcal_mol=109.5 lumo_ha=0.0064 e_tot_ha=-739.9875 multiplicity=1 smiles="O=CN1C[C@H](S)CN1" largest_force_ev_per_a=6.52 homo_ev=-9.9
C 0.17 0.92 0.94 -0.686
C -0.94 0.04 1.15 -0.352
C 0.29 0.94 -0.67 -0.116
C -0.98 -0.69 -2.00 -0.259
H 2.77 0.12 0.86 0.018
H -0.19 1.87 1.23 0.090
H -0.89 -0.23 2.19 0.101
H -1.90 0.57 0.77 0.163
H -0.03 -1.37 0.67 -0.011
H 1.34 1.46 -0.84 0.140
H -0.62 1.44 -1.20 0.134
H -1.46 -1.69 -1.52 0.159
N -0.81 -1.08 0.28 -0.012
N -0.02 -0.55 -0.89 -0.085
O -1.11 -0.05 -3.08 0.001
S 1.53 0.16 1.89 0.715


Entry 2:
9
Properties=species:S:1:pos:R:3:lowdin_charge:R:1 method="wB97M-V/def2-TZVPD" e_above_lowest_kcal_mol=36.1 lumo_ha=0.0132 e_tot_ha=-811.2364 multiplicity=1 smiles="FC1=C[C@@H]1I.I" largest_force_ev_per_a=4.58 homo_ev=-9.4
C 0.49 -0.90 -0.59 0.001
C 1.30 0.33 -0.27 -0.688
C 0.34 -0.42 0.62 -0.350
F -0.14 -0.44 1.81 0.151
I 3.42 0.20 0.01 0.706
I -3.81 0.26 -0.17 0.393
H -2.80 1.29 0.48 -0.370
H 0.23 -1.67 -1.19 0.064
H 0.98 1.37 -0.71 0.094


Entry 3:
91
Properties=species:S:1:pos:R:3:lowdin_charge:R:1 method="wB97M-V/def2-TZVPD" e_above_lowest_kcal_mol=48.3 lumo_ha="0.1478 / 0.1478" e_tot_ha=-4449.7036 multiplicity=8 total_charge=-2 largest_force_ev_per_a=4.30 homo_ev="-1.5 / -2.0"
Eu -0.85 0.54 -0.91 1.498
C 1.12 0.68 3.93 -0.050
C 1.01 0.79 2.52 -0.204
N 0.01 1.31 1.93 0.095
C -1.12 1.62 2.67 -0.161
C -1.11 1.55 4.08 -0.202
C 0.08 1.16 4.70 -0.059
C -2.32 1.60 4.84 -0.132
C -3.47 1.74 4.21 -0.143
C -3.51 1.96 2.83 -0.041
C -2.37 1.96 2.02 -0.209
N -2.45 1.92 0.63 -0.027
C -3.50 2.47 0.03 -0.321
C -4.13 3.62 0.44 -0.038
C -5.40 3.99 -0.13 -0.082
C -5.85 3.35 -1.25 -0.078
C -5.13 2.28 -1.81 -0.184
C -5.57 1.52 -2.89 -0.033
C -4.96 0.37 -3.28 -0.046
C -3.82 -0.05 -2.57 -0.149
N -3.47 0.56 -1.49 0.024
C -4.02 1.78 -1.12 -0.167
H 1.98 0.18 4.40 0.107
H 1.87 0.58 1.88 0.065
H 0.03 0.88 5.77 0.119
H -2.19 1.65 5.93 0.106
H -4.39 1.72 4.84 0.112
H -4.51 2.12 2.39 0.112
H -3.80 4.12 1.32 0.092
H -5.89 4.84 0.29 0.077
H -6.74 3.77 -1.72 0.097
H -6.54 1.88 -3.25 0.114
H -5.22 -0.24 -4.14 0.102
H -3.33 -0.93 -2.90 0.091
C 1.89 -5.24 -0.77 -0.087
C 2.97 -4.34 -0.34 -0.271
N 2.85 -2.97 -0.83 -0.119
C 3.91 -2.61 -1.78 -0.285
C 5.18 -2.18 -1.12 -0.100
C 2.07 -2.06 -0.11 -0.720
S 2.11 -0.42 -0.64 0.693
N 1.53 -2.59 0.93 0.093
C 0.36 -2.10 1.42 -0.435
O -0.43 -1.37 0.74 -0.172
C 0.06 -2.22 2.83 -0.148
C 0.71 -3.22 3.60 -0.044
C 0.23 -3.59 4.79 -0.099
C -0.81 -2.83 5.43 -0.094
C -1.42 -1.81 4.75 -0.084
C -1.01 -1.54 3.41 -0.013
H 2.04 -6.28 -0.47 0.071
H 1.84 -5.15 -1.87 0.077
H 0.92 -4.89 -0.40 0.077
H 3.95 -4.69 -0.66 0.115
H 2.90 -4.25 0.72 0.084
H 3.52 -1.83 -2.46 0.083
H 4.07 -3.48 -2.34 0.089
H 5.08 -1.10 -0.78 0.073
H 5.97 -2.13 -1.87 0.066
H 5.49 -2.86 -0.31 0.072
H 1.53 -3.70 3.12 0.095
H 0.72 -4.37 5.34 0.086
H -1.25 -3.07 6.39 0.088
H -2.24 -1.10 5.14 0.122
H -1.57 -0.82 2.75 0.135
N 2.48 3.38 0.11 0.113
C 1.18 3.19 -0.34 -0.205
N 1.12 2.52 -1.41 0.051
C 2.43 2.38 -1.82 -0.306
C 2.92 1.66 -2.91 -0.046
C 4.31 1.59 -3.09 -0.086
C 5.19 2.11 -2.07 -0.116
C 4.68 2.75 -0.96 -0.060
C 3.30 2.92 -0.86 -0.256
H 2.62 3.91 0.99 0.164
H 0.33 3.45 0.38 0.141
H 2.22 1.21 -3.60 0.111
H 4.76 1.18 -3.99 0.087
H 6.26 1.76 -2.06 0.105
H 5.30 3.06 -0.10 0.106
S -2.33 4.80 -4.18 0.316
C -1.86 3.47 -3.38 -1.053
N -1.57 2.53 -2.77 -0.022
F 2.17 -1.33 -4.67 0.142
C 1.17 -2.16 -4.67 -0.659
F 1.29 -2.89 -5.81 0.101
F 1.36 -2.99 -3.59 0.077
S -0.48 -1.34 -4.55 0.439
O -0.49 -0.36 -5.59 -0.297
O -0.56 -0.85 -3.17 -0.451
O -1.39 -2.45 -4.72 -0.330


Entry 4:
14
Properties=species:S:1:pos:R:3:lowdin_charge:R:1 method="wB97M-V/def2-TZVPD" e_above_lowest_kcal_mol=24.6 lumo_ha=0.0335 e_tot_ha=-307.6732 multiplicity=1 smiles="CC(=O)[C@@H](C)O" largest_force_ev_per_a=1.17 homo_ev=-10.1
C 1.42 -0.86 -0.32 -0.018
C 0.67 0.30 0.38 -0.371
O 1.43 1.47 0.12 -0.055
C -0.72 0.51 -0.20 -0.394
O -0.84 1.27 -1.14 0.084
C -1.91 -0.21 0.38 0.001
H 0.89 -1.31 -1.17 0.084
H 1.77 -1.65 0.34 0.078
H 2.25 -0.23 -0.68 0.090
H 0.64 0.16 1.46 0.145
H 1.07 1.82 -0.71 0.089
H -2.07 -1.16 -0.14 0.094
H -2.80 0.41 0.24 0.090
H -1.78 -0.43 1.45 0.083